DFT (ωB97M-V with the def2-TZVPD basis set) results for 5 unconnected molecules or ions with the total composition C2H14N2O4.

Atoms and positions in Å:
H: 0.886 0.871 -3.510
N: 0.653 0.732 -2.539
C: -0.484 0.230 -2.269
N: -0.895 0.065 -0.993
C: -2.186 -0.478 -0.622
H: -1.191 -0.226 -2.971
H: -0.339 0.421 -0.221
H: -2.914 0.302 -0.411
H: -2.546 -1.175 -1.379
H: -2.087 -1.040 0.300
O: -1.620 0.096 2.547
H: -1.240 0.978 2.409
H: -1.183 -0.084 3.392
O: 2.713 -0.785 -0.704
H: 2.061 -0.281 -1.229
H: 3.419 -0.179 -0.467
O: 1.433 -1.420 1.747
H: 1.710 -1.434 0.812
H: 0.550 -1.027 1.729
O: 0.724 1.372 1.427
H: 1.483 0.790 1.614
H: 1.051 2.272 1.337

Output
- maximum force (eV/A) = 0.97
- SMILES string = [H]/N=C/NC.O.O.O.O
- multiplicity = 1
- LUMO energy (eV) = 0.43
- orbital gap (eV) = 9.2696
- net charge = 0
- HOMO level (eV) = -8.8366

=====

DFT (ωB97M-V with the def2-TZVPD basis set) results for C3H2N2O2 in the gas phase.

Atoms and positions in Å:
O: 2.509 -0.490 -0.604
C: 1.808 0.238 0.047
C: 0.310 0.081 0.007
N: -0.457 -0.560 0.826
C: -1.677 -0.409 0.210
N: -1.659 0.283 -0.890
O: -0.323 0.617 -1.033
H: 2.207 1.052 0.677
H: -2.597 -0.835 0.587

Output
- maximum force (eV/A) = 0.58
- SMILES string = O=Cc1ncno1
- multiplicity = 1
- LUMO energy (eV) = 0.05
- orbital gap (eV) = 11.2169
- net charge = 0
- HOMO level (eV) = -11.1695

=====

DFT (ωB97M-V with the def2-TZVPD basis set) results for C5H5ClOS in the gas phase.

Atoms and positions in Å:
C: 1.171 -0.155 -0.236
C: 0.212 0.716 -0.008
C: 0.104 2.157 0.062
C: 0.793 -1.581 -0.253
C: -1.510 -0.324 0.492
O: -0.925 2.776 0.143
S: -0.820 -1.925 0.579
Cl: -2.649 0.076 -0.801
H: 2.257 0.009 -0.390
H: 1.031 2.737 -0.193
H: 0.761 -2.054 -1.348
H: 1.497 -2.286 0.440
H: -1.923 -0.146 1.512

Output
- maximum force (eV/A) = 4.23
- multiplicity = 1
- LUMO energy (eV) = -0.23
- orbital gap (eV) = 8.9798
- net charge = 0
- HOMO level (eV) = -9.2065

=====

DFT (ωB97M-V with the def2-TZVPD basis set) results for a molecular structure, C34H36F2FeN4Si.

Atoms and positions in Å:
Fe: -0.787 -0.819 0.510
C: 1.229 -0.797 -0.246
Si: 1.798 0.808 -0.932
C: 0.663 2.065 -0.063
N: -0.721 1.596 0.199
C: -1.580 1.721 -1.020
C: -2.425 3.005 -1.043
C: -1.730 4.145 -0.301
C: -1.490 3.792 1.175
C: -1.299 2.278 1.376
C: 3.531 1.225 -0.361
C: 3.802 1.468 0.989
C: 5.094 1.716 1.428
C: 6.145 1.717 0.519
C: 5.896 1.482 -0.825
C: 4.600 1.235 -1.260
C: 1.656 0.895 -2.785
C: 1.261 -0.221 -3.530
C: 1.162 -0.160 -4.913
C: 1.456 1.024 -5.576
C: 1.846 2.144 -4.853
C: 1.947 2.077 -3.472
H: 1.530 -0.916 0.804
H: 1.428 -1.709 -0.800
H: 0.639 2.982 -0.661
H: 1.115 2.328 0.897
H: -2.230 0.850 -1.093
H: -0.918 1.695 -1.886
H: -3.404 2.826 -0.595
H: -2.605 3.288 -2.080
H: -2.331 5.051 -0.370
H: -0.781 4.363 -0.792
H: -2.339 4.113 1.783
H: -0.614 4.330 1.539
H: -2.257 1.811 1.588
H: -0.655 2.091 2.236
H: 2.993 1.471 1.716
H: 5.285 1.915 2.475
H: 7.156 1.897 0.861
H: 6.712 1.493 -1.537
H: 4.418 1.051 -2.313
H: 1.023 -1.152 -3.026
H: 0.855 -1.034 -5.473
H: 1.383 1.073 -6.654
H: 2.072 3.068 -5.368
H: 2.264 2.959 -2.923
F: -6.179 -0.100 -0.257
C: -5.163 -0.973 -0.219
C: -3.874 -0.496 -0.056
C: -2.792 -1.369 -0.002
C: -3.046 -2.751 -0.091
C: -4.359 -3.174 -0.276
F: -4.652 -4.484 -0.395
C: -5.433 -2.313 -0.350
C: -1.900 -3.675 0.057
C: -1.991 -5.065 0.141
C: -0.848 -5.816 0.343
C: 0.381 -5.182 0.429
C: 0.396 -3.808 0.320
N: -0.707 -3.072 0.153
H: -3.769 0.574 0.014
H: -6.435 -2.689 -0.503
H: -2.944 -5.559 0.060
H: -0.921 -6.892 0.436
H: 1.299 -5.734 0.569
H: 1.333 -3.269 0.356
C: 1.651 -1.565 3.298
C: 0.248 -1.133 3.548
N: -0.673 -0.844 2.643
C: -1.829 -0.499 3.330
C: -1.593 -0.575 4.659
N: -0.278 -0.976 4.776
H: 1.688 -2.226 2.436
H: 2.047 -2.100 4.160
H: 2.298 -0.707 3.109
H: -2.738 -0.244 2.812
H: -2.223 -0.398 5.511
H: 0.213 -1.127 5.642

Output
- <S²> = 8.761
- maximum force (eV/A) = 1.08
- multiplicity = 6
- LUMO energy (spin up / spin down) (eV) = -2.33 / -3.85
- orbital gap (spin up / spin down) (eV) = 8.5655 / 7.2945
- net charge = +1
- HOMO level (spin up / spin down) (eV) = -10.8946 / -11.1476

=====

DFT (ωB97M-V with the def2-TZVPD basis set) results for 2 unconnected molecules or ions with the total composition C5H11NO2.

Atoms and positions in Å:
C: -0.363 0.691 -0.562
C: -1.697 0.114 0.038
C: 0.874 -0.274 -0.480
C: 1.618 -0.942 0.734
C: 0.890 -1.612 -0.541
H: 0.347 1.575 1.107
H: -0.785 2.486 0.095
H: -0.285 1.138 -1.532
H: -1.454 -0.353 1.090
H: -2.207 1.117 0.703
H: -2.589 -1.701 0.439
H: 1.275 1.622 -0.918
H: 2.711 -0.854 0.634
H: 1.211 -0.821 1.939
H: -0.304 -1.836 -0.093
H: 1.440 -2.241 -1.156
N: 0.083 1.919 0.213
O: -2.535 -0.707 -0.679
O: 1.771 0.678 -1.030

Output
- maximum force (eV/A) = 9.08
- multiplicity = 1
- LUMO energy (eV) = -1.32
- orbital gap (eV) = 7.1991
- net charge = 0
- HOMO level (eV) = -8.5195

=====

DFT (ωB97M-V with the def2-TZVPD basis set) results for 2 unconnected molecules or ions with the total composition C5H12NSe.

Atoms and positions in Å:
C: -0.136 -1.372 -2.037
C: 0.090 -2.663 -2.276
C: -0.386 -0.619 0.240
C: -1.351 0.515 0.192
C: 0.898 2.484 2.358
N: 0.624 -0.621 -0.966
Se: -0.205 -1.910 1.412
H: 0.317 3.308 2.637
H: -0.567 -0.816 -2.851
H: 0.646 -3.502 -1.704
H: -0.551 -3.155 -2.933
H: -2.375 0.177 0.417
H: -1.302 1.009 -0.756
H: -0.974 1.225 1.112
H: 1.780 2.636 2.925
H: 0.738 2.356 1.303
H: 0.539 1.682 2.898
H: 1.540 -1.104 -0.732
H: 0.674 0.369 -1.239

Output
- maximum force (eV/A) = 3.05
- multiplicity = 1
- LUMO energy (spin up / spin down) (eV) = -5.20 / -5.20
- orbital gap (spin up / spin down) (eV) = 8.1001 / 8.0990
- net charge = +1
- HOMO level (spin up / spin down) (eV) = -13.2958 / -13.2953

=====

DFT (ωB97M-V with the def2-TZVPD basis set) results for 2 unconnected molecules or ions with the total composition H4SSi.

Atoms and positions in Å:
Si: -0.146 -0.336 0.189
S: 0.244 1.200 -1.154
H: 2.338 -1.178 0.880
H: -0.379 0.197 1.482
H: -1.021 -1.345 -0.025
H: -1.035 1.461 -1.372

Output
- maximum force (eV/A) = 4.21
- multiplicity = 1
- LUMO energy (spin up / spin down) (eV) = -0.79 / -0.62
- orbital gap (spin up / spin down) (eV) = 8.8661 / 7.7491
- net charge = 0
- HOMO level (spin up / spin down) (eV) = -9.6541 / -8.3683

=====

DFT (ωB97M-V with the def2-TZVPD basis set) results for 8 unconnected molecules or ions with the total composition C20H56FO7P.

Atoms and positions in Å:
C: -2.706 0.124 -0.364
C: -1.443 -0.770 -0.275
C: -1.350 -1.735 -1.463
C: -1.447 -1.496 1.078
P: 0.251 -1.833 1.752
C: 0.080 -1.488 3.569
C: 1.440 -1.604 4.280
F: 2.431 -2.105 3.441
H: -3.423 -0.121 0.402
H: -2.418 1.160 -0.258
H: -3.191 0.012 -1.322
H: -0.572 -0.134 -0.301
H: -0.387 -1.607 -1.932
H: -2.081 -1.512 -2.227
H: -1.475 -2.778 -1.199
H: -2.011 -2.418 1.080
H: -1.921 -0.829 1.788
H: 1.026 -0.729 1.327
H: -0.610 -2.191 4.010
H: -0.272 -0.480 3.749
H: 1.798 -0.640 4.627
H: 1.379 -2.274 5.130
C: 0.809 1.705 -4.312
C: 0.220 1.181 -3.016
O: 1.097 0.242 -2.399
H: 1.000 0.882 -5.002
H: 0.135 2.416 -4.792
H: 1.764 2.202 -4.122
H: -0.721 0.664 -3.201
H: 0.029 2.004 -2.318
H: 1.931 0.692 -2.215
C: -6.131 3.526 0.177
C: -6.154 2.011 0.094
O: -5.443 1.411 1.174
H: -5.103 3.890 0.177
H: -6.661 3.974 -0.665
H: -6.602 3.869 1.102
H: -5.668 1.673 -0.820
H: -7.185 1.643 0.088
H: -5.864 1.686 1.996
C: 5.992 3.170 -2.685
C: 4.674 3.013 -3.419
O: 3.577 3.500 -2.645
H: 5.962 2.641 -1.732
H: 6.820 2.778 -3.277
H: 6.191 4.223 -2.470
H: 4.471 1.962 -3.617
H: 4.704 3.540 -4.378
H: 3.733 4.435 -2.470
C: 3.568 -4.092 -1.029
C: 2.329 -4.301 -1.882
O: 1.154 -3.858 -1.217
H: 3.468 -4.618 -0.080
H: 4.463 -4.452 -1.540
H: 3.702 -3.032 -0.801
H: 2.187 -5.361 -2.093
H: 2.429 -3.774 -2.838
H: 1.259 -2.919 -1.026
C: 4.930 -0.108 5.904
C: 4.628 -0.976 7.113
O: 4.565 -0.194 8.305
H: 5.871 0.424 6.046
H: 4.995 -0.706 4.994
H: 4.150 0.646 5.766
H: 5.414 -1.713 7.262
H: 3.680 -1.508 6.978
H: 3.863 0.456 8.193
C: -0.207 5.399 -2.380
C: -1.504 5.210 -3.145
O: -2.630 5.670 -2.402
H: -0.247 4.869 -1.427
H: 0.643 5.025 -2.954
H: -0.037 6.455 -2.157
H: -1.678 4.154 -3.348
H: -1.464 5.739 -4.103
H: -2.503 6.608 -2.223
C: -4.566 -6.123 0.034
C: -4.337 -4.823 0.783
O: -3.006 -4.728 1.281
H: -4.362 -6.975 0.683
H: -5.593 -6.194 -0.326
H: -3.894 -6.196 -0.824
H: -4.996 -4.760 1.648
H: -4.545 -3.966 0.132
H: -2.405 -4.770 0.526

Output
- maximum force (eV/A) = 1.54
- SMILES string = CC(C)CPCCF.CCO.CCO.CCO.CCO.CCO.CCO.CCO
- multiplicity = 1
- LUMO energy (eV) = 0.53
- orbital gap (eV) = 8.3541
- net charge = 0
- HOMO level (eV) = -7.8228